(1)
Density functional theory data (ωB97M-V/def2-TZVPD) for C7H9MnNO5 as an isolated structure.

Output
* LUMO energy (spin up / spin down): -13.3217 / -15.8340 eV
* M: 242.09 g mol⁻¹
* net charge: +3
* ⟨S²⟩: 6.05
* 2S+1: 5
* energy relative to the best compared isomer or geometry (same formula, charge and spin): 1.025 eV
* calculated total energy: -50414.1684 eV
* E_HOMO (spin up / spin down): -0.844 / -0.870 Eh

Geometry (Å):
Mn 2.100073 -1.275688 -0.509619
C 1.289110 -1.705950 1.072259
O 0.589022 -1.900049 1.967698
C 3.687392 -2.150103 -0.617116
O 4.776701 -2.585738 -0.563686
C 2.484199 0.436632 0.068601
O 2.880921 1.525836 0.304434
C 1.010255 -2.434204 -1.390553
O 0.291586 -3.154827 -1.941190
H 2.004315 -0.342039 -2.145227
H 2.671285 -0.715842 -2.095697
C -2.451444 0.748259 -0.727948
N -1.874222 1.133086 0.553605
C -2.596090 1.961023 1.509918
C -0.595367 0.755771 0.777933
O -0.088913 -0.042504 -0.037766
H -3.446776 1.223972 -0.796225
H -2.527817 -0.347020 -0.789308
H -1.799894 1.087738 -1.550087
H -2.716836 1.427068 2.474860
H -2.000774 2.874036 1.706956
H -3.577821 2.219741 1.090513
H -0.108906 1.260803 1.637644

Cartesian forces, eV/Å:
Mn -1.834 2.619 -1.189
C -4.212 -1.641 5.930
O 3.076 0.531 -3.214
C 11.616 -5.042 0.228
O -6.471 2.417 -0.391
C 4.104 9.347 2.568
O -2.755 -6.729 -1.349
C -5.602 -5.887 -3.959
O 3.266 3.218 2.375
H -0.344 0.208 -0.161
H 0.436 0.072 -0.616
C -1.094 0.704 0.136
N -1.939 0.612 -0.532
C -0.287 -0.004 -0.443
C 1.900 -1.029 -0.896
O -0.804 1.756 1.478
H 0.540 -0.432 -0.120
H -0.020 0.087 0.056
H -0.112 -0.071 0.243
H 0.158 0.060 -0.189
H -0.061 -0.169 0.063
H 0.384 -0.074 0.248
H 0.056 -0.554 -0.267

---

(2)
Density functional theory data (ωB97M-V/def2-TZVPD) for one molecule with the formula C7H9N.

Output
* LUMO energy: 0.9916 eV
* M: 107.16 g mol⁻¹
* net charge: 0
* 2S+1: 1
* energy relative to the best compared isomer or geometry (same formula, charge and spin): 3.464 eV
* calculated total energy: -8891.6927 eV
* E_HOMO: -0.314 Eh

Geometry (Å):
C -2.621586 0.205337 0.348270
N -1.634447 -0.736461 -0.227786
C -0.278385 -0.324963 -0.212804
C 0.187204 0.953841 -0.201708
C 1.498815 1.269632 -0.068656
C 2.458333 0.267951 0.118625
C 2.015286 -1.122576 0.175971
C 0.648253 -1.395258 -0.061874
H -3.819409 -0.181576 0.413258
H -2.396275 0.460507 1.353710
H -2.590689 1.219355 -0.275289
H -1.951181 -0.816933 -1.296203
H -0.436910 1.789382 -0.257684
H 1.911261 2.336918 -0.126389
H 3.614468 0.303336 0.130497
H 2.897561 -1.977217 0.300040
H 0.497704 -2.251275 -0.111976

Cartesian forces, eV/Å:
C -2.343 1.238 -2.019
N -2.856 0.077 -3.166
C 0.916 -2.341 0.825
C -0.508 0.411 0.150
C 4.121 0.947 0.179
C 1.010 -2.876 -0.019
C 1.510 0.879 -0.669
C 4.804 14.121 1.117
H 3.577 0.682 -0.658
H 0.522 0.090 0.919
H -0.545 -1.853 1.362
H 0.983 -0.147 2.972
H -1.352 0.917 -0.212
H -1.074 -1.553 0.087
H -2.176 0.950 0.169
H -2.816 2.220 -0.339
H -3.775 -13.763 -0.698

---

(3)
Density functional theory data (ωB97M-V/def2-TZVPD) for C7H9N as an isolated structure.

Output
* LUMO energy: 0.9620 eV
* M: 107.16 g mol⁻¹
* net charge: 0
* 2S+1: 1
* energy relative to the best compared isomer or geometry (same formula, charge and spin): 2.575 eV
* calculated total energy: -8892.5816 eV
* E_HOMO: -0.285 Eh

Geometry (Å):
C -0.980797 -2.372524 -1.436611
C -0.424773 -1.157647 -0.737320
C -1.289628 -0.160980 -0.114882
C -0.416330 0.739043 0.492661
C -0.066006 2.008856 1.139153
C 1.355773 1.452255 1.134792
C 0.916242 -0.736689 -0.579556
H -0.119651 -3.036192 -1.789693
H -1.541473 -2.911347 -0.747126
H -1.605206 -2.122457 -2.172466
H -2.250911 -0.419702 0.264662
H -0.471588 2.235946 2.143716
H -0.125728 2.855492 0.474316
H 2.127666 2.075769 0.731966
H 1.607712 0.894068 2.038411
H 1.789317 -1.083764 -1.118592
N 0.860425 0.411186 0.112197

Cartesian forces, eV/Å:
C 4.821 -0.527 1.750
C 0.256 1.220 0.237
C 1.705 -0.985 1.269
C -0.780 -1.574 -2.674
C -0.007 0.374 1.679
C 0.588 -1.488 -0.847
C -1.264 -1.289 -1.079
H -1.301 0.825 0.238
H -0.957 -1.253 1.353
H -2.209 0.975 -3.274
H -0.896 0.288 -0.391
H 0.112 -0.029 -0.600
H -0.308 0.384 -0.089
H 0.601 0.314 0.132
H 0.291 0.487 0.007
H -0.015 -0.080 0.413
N -0.639 2.358 1.878

---

(4)
Density functional theory data (ωB97M-V/def2-TZVPD) for one molecule with the formula C7H9N.

Output
* LUMO energy: 1.0656 eV
* M: 107.16 g mol⁻¹
* net charge: 0
* 2S+1: 1
* energy relative to the best compared isomer or geometry (same formula, charge and spin): 0.175 eV
* calculated total energy: -8894.9810 eV
* E_HOMO: -0.317 Eh

Geometry (Å):
C 0.994609 -1.234805 -1.467562
C 0.285118 -0.626362 -0.296762
C -0.508253 -1.372659 0.561006
C -1.205229 -0.779365 1.598605
C -1.266015 0.601910 1.714919
C -0.478303 1.364480 0.863084
C 0.289774 0.783518 -0.135292
N 0.886237 1.570334 -1.171366
H 0.658109 -0.739053 -2.378191
H 2.077635 -1.200903 -1.380035
H 0.714474 -2.283112 -1.613632
H -0.511996 -2.455238 0.473762
H -1.790703 -1.299297 2.352226
H -1.876233 1.098161 2.454916
H -0.403058 2.445749 0.912356
H 1.850058 1.820197 -0.994019
H 0.283784 2.306444 -1.494015

Cartesian forces, eV/Å:
C -0.500 -0.610 -0.239
C -0.278 0.819 -0.060
C 0.640 -0.489 0.529
C -0.988 0.714 0.572
C 0.778 0.174 -0.303
C 0.281 0.315 -0.325
C -0.506 -0.890 -0.598
N 0.265 -0.617 0.363
H 0.389 0.238 -0.007
H 0.079 0.220 -0.114
H 0.055 0.023 0.339
H -0.048 0.072 -0.091
H 0.144 -0.548 -0.431
H -0.001 -0.140 0.171
H -0.374 0.022 0.214
H -0.236 0.294 -0.200
H 0.299 0.405 0.182

---

(5)
Density functional theory data (ωB97M-V/def2-TZVPD) for an isolated ion of composition C7H9N2 and charge +1.

Output
* LUMO energy: -4.4120 eV
* M: 121.16 g mol⁻¹
* net charge: +1
* 2S+1: 1
* energy relative to the best compared isomer or geometry (same formula, charge and spin): 4.404 eV
* calculated total energy: -10374.1189 eV
* E_HOMO: -0.509 Eh

Geometry (Å):
C 4.017100 -1.069343 0.070280
C 3.138241 -0.267534 0.158778
C 1.954330 0.441901 -0.076240
N 1.831532 1.662438 0.106496
C 0.602439 2.298737 -0.093767
C -0.482688 1.534942 0.067207
N -0.390638 0.051622 0.325812
C -1.676608 -0.573639 0.126109
C 0.795974 -0.490673 -0.398504
H 4.917945 -1.594643 0.266902
H 0.502190 3.381135 -0.386972
H -1.564895 1.826227 0.191107
H 0.038767 -0.016685 1.321829
H -1.983331 -0.272138 -0.916741
H -1.536764 -1.600587 0.445658
H -2.461817 -0.157852 0.668942
H 0.547229 -0.589836 -1.410294
H 1.132220 -1.381378 0.037452

Cartesian forces, eV/Å:
C 1.012 -0.144 0.844
C 0.231 0.038 -0.584
C -0.762 -1.280 -0.187
N 0.431 3.069 0.002
C -1.010 -0.713 -0.366
C -2.173 0.374 0.359
N 3.110 2.378 2.682
C 0.276 -0.768 -1.897
C -0.296 1.275 0.361
H 0.157 -0.405 -0.337
H 0.514 -1.335 0.624
H 1.556 0.140 -0.489
H -1.758 0.027 -1.208
H 0.511 -1.387 0.662
H -0.514 -0.391 -0.843
H -0.840 0.992 1.653
H -0.119 -0.148 -1.665
H -0.326 -1.723 0.388

---

(6)
Density functional theory data (ωB97M-V/def2-TZVPD) for an isolated ion of composition C7H9N2O2 and charge -1.

Output
* LUMO energy: 3.7074 eV
* M: 153.16 g mol⁻¹
* net charge: -1
* 2S+1: 1
* energy relative to the best compared isomer or geometry (same formula, charge and spin): 2.619 eV
* calculated total energy: -14478.5301 eV
* E_HOMO: -0.148 Eh

Geometry (Å):
N -0.570697 2.221181 0.201493
N 0.470135 1.454391 1.021639
C 0.467658 0.101209 0.597410
C 1.522817 -0.688409 1.631383
O 2.447891 -1.308579 1.069861
O 1.276553 -0.585230 2.834610
C -0.833181 -0.461909 0.856243
C -1.523923 -1.236466 -0.016422
C -1.237040 -1.144217 -1.373868
C -0.153490 -0.495328 -1.863960
C 0.935178 0.025850 -0.952647
H -0.522586 1.485110 -0.480588
H -1.368458 2.321475 0.810872
H 1.343889 1.910647 0.811519
H -1.272008 -0.143960 1.922917
H -2.365442 -1.814008 0.232032
H -1.866786 -1.500751 -2.196905
H 0.191388 -0.480729 -2.895915
H 1.713167 -0.661124 -0.995524
H 1.344933 1.000848 -1.214149

Cartesian forces, eV/Å:
N 3.066 -0.486 0.995
N -1.188 2.547 0.936
C 2.099 -0.116 -0.913
C 0.545 -0.549 -0.373
O -0.389 0.370 -0.363
O -0.466 0.310 -0.084
C -2.540 -0.581 2.467
C 0.318 1.193 1.929
C 1.916 0.558 -4.189
C 0.931 0.086 0.757
C -2.308 0.093 1.579
H -2.305 0.599 -1.176
H -0.332 -0.743 -0.434
H 0.206 -0.059 0.026
H 1.194 -1.286 -2.293
H -1.170 -0.302 0.752
H -0.287 -0.415 0.776
H -0.916 -0.002 -0.229
H 1.719 -1.324 0.202
H -0.091 0.107 -0.364

---

What did the fourth record say?
Density functional theory data (ωB97M-V/def2-TZVPD) for one molecule with the formula C7H9N.

Output
* LUMO energy: 1.0656 eV
* M: 107.16 g mol⁻¹
* net charge: 0
* 2S+1: 1
* energy relative to the best compared isomer or geometry (same formula, charge and spin): 0.175 eV
* calculated total energy: -8894.9810 eV
* E_HOMO: -0.317 Eh

Geometry (Å):
C 0.994609 -1.234805 -1.467562
C 0.285118 -0.626362 -0.296762
C -0.508253 -1.372659 0.561006
C -1.205229 -0.779365 1.598605
C -1.266015 0.601910 1.714919
C -0.478303 1.364480 0.863084
C 0.289774 0.783518 -0.135292
N 0.886237 1.570334 -1.171366
H 0.658109 -0.739053 -2.378191
H 2.077635 -1.200903 -1.380035
H 0.714474 -2.283112 -1.613632
H -0.511996 -2.455238 0.473762
H -1.790703 -1.299297 2.352226
H -1.876233 1.098161 2.454916
H -0.403058 2.445749 0.912356
H 1.850058 1.820197 -0.994019
H 0.283784 2.306444 -1.494015

Cartesian forces, eV/Å:
C -0.500 -0.610 -0.239
C -0.278 0.819 -0.060
C 0.640 -0.489 0.529
C -0.988 0.714 0.572
C 0.778 0.174 -0.303
C 0.281 0.315 -0.325
C -0.506 -0.890 -0.598
N 0.265 -0.617 0.363
H 0.389 0.238 -0.007
H 0.079 0.220 -0.114
H 0.055 0.023 0.339
H -0.048 0.072 -0.091
H 0.144 -0.548 -0.431
H -0.001 -0.140 0.171
H -0.374 0.022 0.214
H -0.236 0.294 -0.200
H 0.299 0.405 0.182

---

Which formula does entry 4 have?
C7H9N

---

The highest 2S+1 belongs to which entry?
C7H9MnNO5